{"formula": "C78H164N9O4", "method": "ωB97M-V with the def2-TZVPD basis set", "total_charge": 7, "lumo_ev": -11.93, "gap_ev": 7.1, "e_homo_ev": -19.1, "elements": ["C", "C", "C", "O", "C", "C", "C", "O", "O", "O", "H", "H", "C", "C", "C", "N", "C", "C", "C", "C", "C", "H", "H", "H", "H", "H", "H", "H", "H", "H", "H", "H", "H", "H", "H", "H", "H", "H", "H", "C", "C", "C", "N", "C", "C", "C", "C", "C", "H", "H", "H", "H", "H", "H", "H", "H", "H", "H", "H", "H", "H", "H", "H", "H", "H", "H", "C", "C", "C", "N", "C", "C", "C", "C", "C", "H", "H", "H", "H", "H", "H", "H", "H", "H", "H", "H", "H", "H", "H", "H", "H", "H", "H", "C", "C", "C", "N", "C", "C", "C", "C", "C", "H", "H", "H", "H", "H", "H", "H", "H", "H", "H", "H", "H", "H", "H", "H", "H", "H", "H", "C", "C", "C", "N", "C", "C", "C", "C", "C", "H", "H", "H", "H", "H", "H", "H", "H", "H", "H", "H", "H", "H", "H", "H", "H", "H", "H", "C", "C", "C", "N", "C", "C", "C", "C", "C", "H", "H", "H", "H", "H", "H", "H", "H", "H", "H", "H", "H", "H", "H", "H", "H", "H", "H", "C", "C", "C", "N", "C", "C", "C", "C", "C", "H", "H", "H", "H", "H", "H", "H", "H", "H", "H", "H", "H", "H", "H", "H", "H", "H", "H", "C", "C", "C", "N", "C", "C", "C", "C", "C", "H", "H", "H", "H", "H", "H", "H", "H", "H", "H", "H", "H", "H", "H", "H", "H", "H", "H", "C", "C", "C", "N", "C", "C", "C", "C", "C", "H", "H", "H", "H", "H", "H", "H", "H", "H", "H", "H", "H", "H", "H", "H", "H", "H", "H"], "coordinates": [[-0.273, -1.119, -1.649], [0.643, -0.346, -2.345], [1.581, 0.581, -1.549], [2.654, 1.111, -2.126], [1.510, 0.691, -0.144], [0.525, -0.111, 0.684], [-0.375, -1.154, -0.209], [-1.140, -1.904, 0.363], [0.399, 0.037, 1.942], [0.641, -0.540, -3.638], [-0.942, -1.772, -2.191], [2.249, 1.372, 0.252], [0.155, 0.852, 6.603], [0.346, 2.308, 6.215], [-0.184, 2.519, 4.713], [0.521, 3.717, 3.980], [2.041, 3.372, 3.603], [0.564, 5.150, 4.617], [-0.831, 5.730, 4.368], [-1.250, 5.023, 3.097], [-0.200, 3.959, 2.619], [0.499, 0.264, 5.752], [-0.842, 0.579, 6.950], [0.869, 0.492, 7.344], [1.436, 2.315, 6.215], [0.038, 3.038, 6.964], [-1.264, 2.600, 4.582], [0.128, 1.688, 4.080], [2.428, 3.667, 4.578], [2.322, 4.042, 2.791], [2.273, 2.317, 3.455], [1.403, 5.670, 4.155], [0.745, 5.034, 5.685], [-0.740, 6.809, 4.250], [-1.640, 5.509, 5.065], [-1.353, 5.748, 2.289], [-2.126, 4.380, 3.179], [0.509, 4.335, 1.882], [-0.454, 3.018, 2.131], [2.405, -8.625, -2.304], [2.351, -7.089, -2.637], [0.966, -6.574, -3.134], [0.732, -5.059, -2.791], [0.699, -4.710, -1.288], [1.914, -4.171, -3.376], [1.360, -3.657, -4.745], [-0.176, -3.830, -4.714], [-0.586, -4.616, -3.431], [2.750, -9.158, -3.190], [1.462, -9.047, -1.956], [3.214, -8.880, -1.620], [3.269, -6.826, -3.162], [2.419, -6.588, -1.672], [0.066, -7.085, -2.793], [1.012, -6.539, -4.222], [-0.038, -5.468, -1.020], [0.373, -3.671, -1.242], [1.648, -4.956, -0.812], [2.078, -3.257, -2.804], [2.893, -4.650, -3.413], [1.809, -2.703, -5.021], [1.709, -4.259, -5.583], [-0.512, -2.793, -4.692], [-0.717, -4.287, -5.543], [-1.112, -4.078, -2.643], [-1.193, -5.491, -3.660], [-1.608, 1.821, -1.034], [-2.629, 2.922, -0.503], [-3.852, 3.220, -1.360], [-5.058, 4.041, -0.699], [-5.667, 3.146, 0.506], [-6.244, 4.336, -1.676], [-6.623, 5.811, -1.420], [-5.820, 6.248, -0.143], [-4.616, 5.421, -0.274], [-1.169, 2.148, -1.976], [-2.198, 0.908, -1.111], [-0.990, 1.810, -0.136], [-2.021, 3.826, -0.524], [-2.977, 2.710, 0.508], [-4.320, 2.289, -1.680], [-3.701, 3.718, -2.318], [-6.567, 3.685, 0.800], [-4.974, 3.065, 1.344], [-5.999, 2.177, 0.133], [-7.095, 3.663, -1.567], [-5.936, 4.086, -2.692], [-7.686, 5.926, -1.206], [-6.500, 6.438, -2.303], [-6.256, 6.002, 0.825], [-5.516, 7.293, -0.206], [-3.913, 5.399, 0.558], [-4.014, 5.745, -1.123], [-2.893, 0.114, 2.388], [-4.173, -0.247, 3.207], [-5.194, 0.867, 3.155], [-6.584, 0.617, 3.702], [-6.596, 0.062, 5.165], [-7.361, -0.388, 2.779], [-8.644, 0.332, 2.349], [-8.886, 1.403, 3.355], [-7.488, 1.870, 3.593], [-2.805, 1.198, 2.472], [-2.960, 0.007, 1.306], [-2.004, -0.375, 2.786], [-3.852, -0.444, 4.230], [-4.607, -1.156, 2.792], [-5.441, 1.180, 2.140], [-4.907, 1.806, 3.627], [-6.000, -0.850, 5.198], [-7.624, -0.267, 5.316], [-6.261, 0.830, 5.862], [-7.481, -1.336, 3.303], [-6.849, -0.484, 1.822], [-9.490, -0.332, 2.176], [-8.350, 0.775, 1.397], [-9.330, 0.863, 4.192], [-9.542, 2.197, 3.001], [-7.366, 2.498, 4.476], [-7.137, 2.433, 2.729], [0.378, 5.687, -1.466], [1.230, 4.771, -2.341], [1.025, 5.187, -3.850], [1.855, 4.348, -4.900], [3.368, 4.532, -4.775], [1.441, 2.814, -4.850], [0.074, 2.633, -5.553], [-0.007, 3.767, -6.513], [1.362, 4.565, -6.371], [0.818, 6.673, -1.316], [0.155, 5.140, -0.550], [-0.594, 5.894, -1.913], [0.763, 3.786, -2.316], [2.286, 4.800, -2.076], [1.407, 6.164, -4.145], [-0.017, 5.009, -4.118], [3.906, 3.977, -5.544], [3.610, 4.083, -3.812], [3.561, 5.598, -4.899], [2.195, 2.361, -5.493], [1.482, 2.193, -3.955], [0.122, 1.757, -6.201], [-0.827, 2.522, -4.950], [-0.265, 3.494, -7.536], [-0.826, 4.406, -6.182], [2.028, 4.308, -7.194], [1.262, 5.650, -6.409], [5.325, -1.219, 1.827], [5.205, 0.333, 1.463], [6.458, 0.894, 0.782], [6.460, 2.410, 0.436], [7.738, 2.858, -0.349], [6.143, 3.420, 1.607], [5.094, 4.336, 1.182], [4.241, 3.431, 0.327], [5.310, 2.584, -0.520], [4.463, -1.585, 2.385], [6.350, -1.411, 2.145], [5.266, -1.778, 0.893], [5.015, 0.764, 2.446], [4.346, 0.571, 0.837], [6.613, 0.337, -0.142], [7.333, 0.763, 1.419], [7.641, 2.307, -1.284], [8.547, 2.501, 0.289], [7.798, 3.923, -0.570], [7.096, 3.912, 1.801], [6.025, 2.901, 2.558], [5.460, 5.146, 0.551], [4.589, 4.852, 1.999], [3.414, 3.969, -0.138], [3.722, 2.822, 1.067], [5.606, 3.156, -1.399], [4.930, 1.616, -0.849], [-6.142, -6.130, -3.132], [-5.603, -6.169, -1.604], [-5.612, -4.756, -0.812], [-4.388, -4.591, 0.123], [-3.081, -4.451, -0.748], [-4.279, -5.753, 1.129], [-3.367, -5.288, 2.242], [-3.503, -3.719, 2.219], [-4.538, -3.413, 1.085], [-5.572, -5.543, -3.852], [-7.183, -5.810, -3.094], [-6.198, -7.130, -3.561], [-4.581, -6.482, -1.394], [-6.301, -6.825, -1.083], [-6.474, -4.634, -0.157], [-5.539, -3.938, -1.529], [-2.885, -5.191, -1.524], [-2.171, -4.273, -0.177], [-3.324, -3.516, -1.253], [-3.950, -6.680, 0.659], [-5.286, -6.012, 1.453], [-2.379, -5.640, 1.948], [-3.704, -5.601, 3.231], [-2.551, -3.196, 2.131], [-3.850, -3.427, 3.210], [-4.362, -2.443, 0.620], [-5.571, -3.233, 1.384], [5.249, -2.273, -1.691], [5.014, -1.926, -3.238], [5.605, -0.616, -3.732], [5.237, -0.093, -5.119], [3.795, -0.323, -5.451], [5.437, 1.353, -5.162], [6.906, 1.536, -5.482], [7.210, 0.560, -6.558], [6.150, -0.516, -6.282], [6.296, -2.577, -1.662], [4.516, -3.009, -1.359], [5.014, -1.399, -1.084], [3.936, -1.773, -3.290], [5.314, -2.777, -3.849], [6.661, -0.545, -3.473], [5.116, 0.151, -3.131], [3.448, -0.105, -6.461], [3.034, 0.117, -4.806], [3.753, -1.412, -5.463], [4.834, 1.715, -5.995], [5.124, 1.886, -4.264], [7.236, 2.526, -5.797], [7.543, 1.457, -4.602], [7.007, 1.064, -7.503], [8.181, 0.068, -6.512], [5.500, -0.729, -7.131], [6.536, -1.471, -5.924], [3.086, -1.330, 7.093], [2.364, -2.570, 6.611], [1.973, -2.353, 5.051], [0.968, -3.353, 4.529], [-0.194, -3.629, 5.518], [1.598, -4.792, 4.387], [0.743, -5.470, 3.284], [0.296, -4.303, 2.381], [0.415, -2.942, 3.150], [2.705, -0.928, 8.032], [3.091, -0.529, 6.354], [4.152, -1.498, 7.251], [1.563, -2.960, 7.238], [3.041, -3.421, 6.687], [2.881, -2.503, 4.468], [1.565, -1.344, 4.999], [0.066, -4.296, 6.340], [-1.056, -4.040, 4.993], [-0.532, -2.711, 6.000], [1.734, -5.441, 5.253], [2.592, -4.748, 3.942], [-0.131, -5.889, 3.784], [1.213, -6.240, 2.672], [-0.754, -4.519, 2.182], [0.810, -4.302, 1.419], [-0.533, -2.434, 3.329], [1.225, -2.370, 2.698]], "forces_ev_per_a": [[0.27, 0.18, 2.76], [-0.71, -1.15, -3.40], [3.99, 0.56, -0.63], [-3.05, -1.06, 0.48], [-2.67, -1.90, 0.51], [1.63, 1.85, -0.59], [1.33, 1.67, -1.16], [-1.12, -1.22, 1.49], [-0.14, -0.72, -2.40], [1.31, 1.70, 2.71], [-0.04, -0.01, -0.15], [-0.12, -0.08, 0.55], [-0.08, -0.64, 0.20], [0.36, -0.37, -1.44], [1.71, 0.96, 1.03], [1.36, -0.49, -2.53], [-1.67, 0.65, 2.45], [-1.10, -1.74, 1.11], [0.49, -0.44, -0.62], [-0.24, -1.23, -2.80], [0.71, 1.18, 1.66], [-0.64, -0.23, -0.33], [-0.03, -0.07, -0.28], [-0.17, 0.60, 0.49], [0.19, 0.83, -0.44], [-0.42, -0.06, -0.27], [0.03, 0.44, 0.33], [0.01, -0.20, 0.17], [1.16, -0.05, -0.46], [0.05, -0.24, 0.25], [-0.63, 0.05, -0.36], [-0.35, 0.08, -0.12], [0.35, -0.07, -0.08], [-0.23, -0.10, -0.02], [0.76, 0.13, 0.76], [-0.50, -0.17, -0.10], [-0.64, 0.81, 0.30], [0.30, 0.58, 0.47], [-0.82, -0.21, 0.68], [0.47, 0.38, -1.05], [-1.11, -0.82, 2.22], [1.69, 1.23, -0.88], [2.31, 0.85, 0.33], [-0.65, -1.86, -1.78], [-1.59, 0.71, -1.46], [0.71, -2.29, -0.76], [-0.66, 1.39, 0.97], [1.21, 0.40, -0.19], [-0.56, -0.12, -0.23], [0.08, 0.11, 0.00], [-0.22, 0.45, 0.42], [-0.58, 0.22, -0.62], [0.47, -0.02, 0.30], [0.37, -0.25, 0.17], [-0.55, -0.23, -0.11], [-0.25, 0.47, 1.15], [0.10, -0.13, 0.43], [-0.08, 0.34, -0.16], [-0.61, -0.27, 0.75], [-0.51, -0.65, -0.03], [-0.85, 0.45, 0.59], [0.29, -0.55, 0.19], [-0.64, -0.06, 0.39], [0.86, -0.08, -0.35], [0.05, 0.46, -0.38], [0.30, -0.12, -0.07], [-2.83, 1.30, 1.46], [0.28, 0.99, -1.15], [-1.92, -0.24, -0.45], [-0.13, -2.58, 1.03], [0.20, 1.92, -1.43], [0.30, 0.09, -0.28], [-0.75, 0.05, 0.90], [-0.26, 0.14, -0.99], [1.86, -0.83, -0.56], [0.28, -0.31, 0.28], [0.59, -0.25, -0.31], [0.80, -0.59, -0.80], [-0.10, 0.32, 0.65], [0.32, -0.16, 0.09], [-0.22, -0.20, 0.25], [0.51, 0.38, 0.24], [0.14, 0.04, 0.19], [0.10, 0.18, -0.36], [0.42, 0.10, -0.32], [0.24, -0.16, 0.84], [0.49, 0.49, 0.00], [-0.06, -0.33, -0.03], [0.64, 0.03, 0.20], [-0.68, 0.43, -0.22], [-0.38, 0.04, 0.31], [-0.30, -0.34, 0.29], [0.01, 0.17, -0.18], [-0.92, 0.80, 0.41], [0.46, -0.16, -0.52], [-1.18, 1.02, -0.07], [-1.05, -1.23, 0.31], [-0.39, 0.05, -1.57], [0.07, 0.33, 0.02], [0.16, -0.51, -1.04], [-0.30, -0.70, 0.25], [0.89, 0.51, 0.94], [0.60, 0.27, 0.39], [-0.15, -0.72, 0.05], [-0.04, 0.12, -0.35], [-0.22, -0.03, 0.06], [-0.12, -0.12, 0.20], [0.42, -0.38, -0.25], [0.58, -0.15, 0.36], [0.23, 0.28, -0.05], [0.05, 0.40, 0.41], [-0.09, -0.13, -0.13], [0.04, 0.14, -0.08], [0.77, -0.53, 0.55], [0.13, -0.03, 0.05], [-0.55, 0.18, -0.27], [-0.08, 0.73, 0.52], [0.02, -0.05, 0.21], [0.20, -0.15, 0.07], [0.08, -0.05, -0.05], [-0.12, -0.01, -0.23], [-0.82, 0.60, -2.19], [1.73, -0.76, -0.74], [-0.96, -3.24, -0.70], [-1.46, -0.30, 0.21], [-0.06, -0.65, -0.42], [1.01, -0.72, -0.44], [0.17, 2.55, 0.18], [-1.71, 1.19, 0.50], [0.15, -0.19, 0.37], [0.24, 0.42, 0.37], [-0.10, -0.14, -0.25], [0.68, -0.35, 0.41], [-0.17, -0.33, 0.12], [-0.66, 0.45, 0.62], [0.11, 0.37, -0.13], [-0.41, 0.04, -0.15], [0.31, 0.52, 0.07], [0.23, -0.11, 0.37], [0.03, 0.09, -0.15], [0.40, 0.95, 0.81], [0.15, -0.51, 0.65], [0.36, 0.10, 0.38], [0.47, 0.06, 0.02], [0.07, 0.38, -0.25], [0.71, -0.44, 0.80], [-0.36, 0.02, -0.40], [0.26, 1.25, -2.50], [-0.20, -0.58, 0.84], [0.86, 0.34, 1.02], [-1.20, 0.87, -0.83], [-0.77, -1.69, 1.07], [3.49, -1.05, 0.97], [-0.62, 1.00, -1.31], [-0.26, -0.72, 0.24], [-2.32, 1.40, 0.69], [0.54, 0.30, 0.61], [-0.42, -0.21, 0.93], [0.00, -0.08, -0.08], [0.19, 0.64, -0.10], [-0.23, -0.44, 0.06], [0.20, 0.33, -0.17], [0.06, -0.15, -0.01], [0.54, -0.04, 0.08], [0.33, 0.26, -0.47], [-0.41, -0.04, 0.49], [0.09, 0.18, -0.22], [-0.72, -0.47, -0.34], [0.43, 0.06, 0.05], [-0.08, -0.37, 0.13], [0.42, -0.19, -0.86], [0.01, -0.81, -0.28], [0.16, 0.04, 0.17], [-0.10, 0.20, 0.02], [0.49, -0.17, 1.55], [-0.66, 1.63, -0.17], [0.38, -0.96, -0.72], [0.57, -1.09, -0.05], [-1.25, 1.49, 0.37], [-0.77, -0.64, -0.42], [-0.24, 1.21, -0.61], [-0.52, -0.55, 0.26], [1.30, 0.64, 0.04], [0.06, 0.30, 0.37], [0.11, 0.32, -0.07], [0.24, -0.17, 0.38], [-0.12, -0.73, -0.86], [0.30, -0.12, 0.13], [-0.03, -0.03, -0.19], [-0.13, 0.11, 0.12], [-0.76, -0.49, 0.52], [-0.38, -0.07, 0.48], [0.46, 0.05, -0.21], [0.26, 0.32, -0.32], [-0.17, 0.49, 0.10], [0.14, 0.12, 0.72], [0.34, -0.62, -0.30], [-0.04, -0.01, -0.71], [-0.45, 0.18, -0.17], [0.73, -0.26, -0.62], [-0.15, -1.20, 0.32], [0.21, 1.10, -2.21], [-1.14, -0.36, 0.69], [-0.57, 0.70, 1.37], [-0.43, 0.82, -0.71], [-0.51, -2.25, -0.22], [0.87, 2.08, -0.13], [1.29, 1.75, 1.12], [-0.86, -1.25, 0.02], [-0.34, -1.89, -0.04], [-0.19, -0.22, 0.90], [0.43, -0.41, -0.27], [0.39, 0.22, -0.09], [-0.17, -0.34, -0.38], [-0.04, -0.06, -0.01], [0.23, 0.06, -0.96], [-0.01, 0.00, 0.38], [1.07, 0.69, -0.26], [0.55, -0.09, 0.81], [-0.68, -0.05, 0.37], [0.02, 0.05, -0.08], [-0.20, -0.38, 0.12], [-0.75, 0.33, -0.17], [-0.15, -0.68, 0.31], [0.33, -0.48, -0.20], [0.08, 0.55, -0.25], [0.08, 0.07, 0.06], [0.35, 0.00, -0.39], [0.56, 0.52, 0.41], [0.16, -0.92, -1.75], [0.00, -0.94, 2.59], [-0.44, -2.21, 1.59], [-0.15, 0.88, -0.07], [0.60, -0.43, -2.47], [-0.41, 1.21, 0.83], [-1.12, 0.00, 0.27], [1.21, -2.08, 0.30], [-0.09, -0.07, -0.08], [-0.35, 0.16, -0.10], [-0.06, -0.29, 0.14], [-0.44, 0.87, -0.11], [0.28, -0.02, -0.36], [-0.16, 0.36, -0.16], [-0.10, -0.21, -0.53], [0.39, -0.06, -0.42], [0.31, -0.11, -0.26], [0.21, 0.27, -0.30], [-0.57, 0.85, 0.56], [0.21, 0.85, 0.20], [-0.04, -0.29, -0.25], [0.33, -0.01, 0.57], [0.06, 0.42, -0.40], [0.12, 0.30, 0.22], [0.43, 0.29, -0.35], [-0.63, 0.54, 0.05]], "lowdin_charge": [-0.06, -0.35, -0.33, -0.13, -0.02, -0.29, -0.38, -0.02, -0.08, -0.08, 0.10, 0.06, -0.10, -0.17, -0.05, -0.21, 0.05, -0.05, -0.12, -0.16, -0.09, 0.04, 0.09, 0.07, 0.10, 0.12, 0.12, 0.09, 0.09, 0.08, 0.10, 0.14, 0.13, 0.14, 0.13, 0.11, 0.10, 0.10, 0.11, -0.06, -0.20, -0.06, -0.23, 0.01, -0.06, -0.13, -0.11, -0.09, 0.08, 0.08, 0.08, 0.11, 0.08, 0.13, 0.14, 0.10, 0.08, 0.09, 0.10, 0.12, 0.09, 0.11, 0.10, 0.12, 0.08, 0.13, -0.04, -0.21, -0.09, -0.18, 0.04, -0.07, -0.10, -0.13, -0.16, 0.08, 0.08, 0.06, 0.09, 0.08, 0.13, 0.13, 0.09, 0.07, 0.10, 0.13, 0.13, 0.13, 0.13, 0.12, 0.14, 0.13, 0.14, -0.06, -0.19, -0.15, -0.21, 0.08, -0.07, -0.16, -0.14, -0.09, 0.05, 0.07, 0.06, 0.12, 0.08, 0.09, 0.14, 0.10, 0.11, 0.12, 0.14, 0.12, 0.15, 0.11, 0.14, 0.15, 0.15, 0.11, -0.09, -0.20, -0.05, -0.22, 0.04, -0.09, -0.17, -0.14, -0.05, 0.09, 0.05, 0.07, 0.09, 0.09, 0.14, 0.12, 0.09, 0.09, 0.12, 0.11, 0.09, 0.12, 0.11, 0.13, 0.11, 0.14, 0.13, -0.04, -0.20, -0.10, -0.20, 0.07, -0.09, -0.18, -0.13, -0.09, 0.06, 0.09, 0.03, 0.10, 0.08, 0.13, 0.14, 0.10, 0.12, 0.12, 0.14, 0.14, 0.13, 0.13, 0.10, 0.07, 0.12, 0.09, -0.05, -0.15, -0.08, -0.22, 0.04, -0.10, -0.12, -0.13, -0.10, 0.07, 0.08, 0.08, 0.07, 0.11, 0.13, 0.12, 0.09, 0.08, 0.10, 0.14, 0.15, 0.09, 0.13, 0.07, 0.10, 0.12, 0.12, -0.05, -0.20, -0.11, -0.23, 0.00, -0.16, -0.17, -0.11, -0.05, 0.09, 0.07, 0.04, 0.08, 0.12, 0.15, 0.11, 0.12, 0.09, 0.09, 0.13, 0.13, 0.13, 0.12, 0.14, 0.14, 0.14, 0.14, -0.10, -0.18, -0.10, -0.22, 0.03, -0.07, -0.13, -0.14, -0.06, 0.09, 0.06, 0.09, 0.10, 0.11, 0.12, 0.10, 0.11, 0.10, 0.10, 0.14, 0.13, 0.11, 0.13, 0.06, 0.09, 0.11, 0.12]}